# 1
Formula: C7H12OSi
Source: the Open Molecules 2025 dataset
Level of theory: wB97M-V/def2-TZVPD

Summary:
* gap between HOMO and LUMO: 9.24 eV
* LUMO: 0.299 eV
* SMILES: C/C=C(C)/C(C)=C\[SiH]=O

Geometry as ORCA input:
```
! RIJCOSX wB97M-V def2-TZVPD def2/J DEFGRID3
* xyz 0 1
C 1.479 -1.243 2.335
H 2.189 -1.000 3.096
H 0.310 0.645 2.226
C 0.606 -0.220 1.657
H 2.091 -1.605 1.470
C -1.420 1.121 -1.162
H 0.936 2.434 0.711
C 0.099 -0.283 0.397
C 0.194 -1.417 -0.513
H -1.587 2.115 -1.620
C -0.403 0.906 -0.337
H -3.914 0.111 -1.644
C 0.659 2.062 -0.173
O -2.162 -0.803 -3.238
H 1.478 1.505 -0.654
H -0.715 -1.975 -0.820
H 0.472 2.971 -0.815
H 0.709 -2.265 0.024
H 0.806 -2.092 2.474
Si -2.597 0.034 -2.057
H 0.767 -0.999 -1.356
*
```

List of Mulliken charges in e, atom by atom: -1.309 0.353 0.450 -0.204 0.285 -0.622 0.396 0.797 -1.303 0.358 0.400 -0.107 -1.353 -0.493 0.321 0.317 0.306 0.339 0.334 0.409 0.328



# 2
Formula: C7H12S
Source: the Open Molecules 2025 dataset
Level of theory: wB97M-V/def2-TZVPD

Summary:
* gap between HOMO and LUMO: 8.51 eV
* LUMO: -0.411 eV
* SMILES: C1=CCCCC1.C=S

Geometry as ORCA input:
```
! RIJCOSX wB97M-V def2-TZVPD def2/J DEFGRID3
* xyz 0 1
C 0.610 -0.500 -1.062
H 0.233 1.889 1.976
H 0.527 1.371 -2.134
C -3.013 -1.072 -0.077
H -3.289 -1.615 0.818
H 0.977 -1.129 -1.874
C 0.731 1.770 -0.053
H 2.201 -0.831 0.337
C 1.038 0.949 -1.267
H -2.788 -1.661 -0.958
H -0.479 -0.541 -1.066
C 0.457 1.252 1.132
S -2.936 0.534 -0.090
H 2.114 1.005 -1.466
H 0.944 -0.415 2.361
H -0.592 -0.560 1.522
C 1.124 -0.997 0.285
H 0.760 2.842 -0.192
H 0.938 -2.067 0.400
C 0.442 -0.221 1.408
*
```

List of Mulliken charges in e, atom by atom: -0.245 0.366 0.344 -0.386 0.278 0.331 -0.340 0.298 -0.646 0.268 -0.125 -0.403 -0.137 0.300 0.337 0.124 -0.679 0.369 0.324 -0.380